Entry 1:
ORCA calculation (wB97M-V/def2-TZVPD) on C2H2LiO5 as an isolated structure in a non-equilibrium geometry.

Computed properties:
**HOMO energy**: -15.6 eV
**Charge**: +1

Each line ends with the natural charge from an NBO analysis.
Positions of all 10 atoms, in Å:
O -0.6436 -0.2739 -2.0126  -0.61
C 0.1256 -0.2364 -0.9588  1.00
O -0.0371 -1.1548 -0.0372  -0.89
O 0.5512 0.9026 -0.6531  -0.62
Li 0.0621 -3.1216 0.0358  0.99
H -1.2513 -1.0253 -2.0363  0.50
O 0.1289 0.7746 1.9763  -0.62
C 0.4629 1.7354 1.2992  1.07
O 0.5986 2.8948 1.3088  -0.40
H 0.0027 -0.4954 1.0779  0.58

---

Entry 2:
ORCA calculation (wB97M-V/def2-TZVPD) on one molecule with the formula C4H10N2O in a non-equilibrium geometry.

Computed properties:
**HOMO energy (spin up / spin down)**: -6.4 / -6.4 eV
**Energy relative to the best compared isomer or geometry (same formula, charge and spin)**: 99.64 kcal/mol

Each line ends with the natural charge from an NBO analysis.
Positions of all 17 atoms, in Å:
C 0.6775 -0.0892 0.2351  0.30
C 2.1009 -0.4228 -0.0900  -0.66
N 0.3924 0.1462 1.5270  -0.76
N -1.7923 1.3060 0.3003  -0.86
C -0.3391 -0.3913 -0.7672  -0.05
C -0.9471 0.8883 -0.7753  -0.17
O -1.1254 -1.7428 -0.1099  -0.89
H -1.0670 -2.4491 -0.7674  0.45
H 1.1085 0.5332 2.1249  0.38
H -0.5728 0.4509 1.6928  0.42
H -2.4395 0.5760 0.5925  0.38
H -2.3390 2.1246 0.0661  0.38
H 0.0608 -0.7149 -1.7226  0.21
H -1.1297 1.3518 -1.7390  0.18
H 2.1459 -1.3691 -0.6308  0.23
H 2.7282 -0.5417 0.7939  0.22
H 2.5379 0.3439 -0.7307  0.23

---

Entry 3:
ORCA calculation (wB97M-V/def2-TZVPD) on a 4-piece molecular cluster, C24H23BBrF24NO4 overall.

Computed properties:
**SMILES**: FC(F)C(F)(F)COC(F)(F)C(F)F.FC(F)C(F)(F)COC(F)(F)C(F)F.FC(F)C(F)(F)COC(F)(F)C(F)F.O=C(CCBBr)Nc1ccccc1
**HOMO energy**: -9.5 eV

Each line ends with the Mulliken charge.
Positions of all 78 atoms, in Å:
O -2.7271 7.5432 -4.6127  -0.58
C -2.0045 6.9685 -5.3758  0.24
C -2.0527 7.1610 -6.8556  -0.02
C -3.4585 7.4736 -7.3671  -0.94
B -3.9388 8.9340 -7.0709  0.31
Br -5.2180 9.7577 -8.2380  -0.23
N -1.0007 6.0830 -4.8936  -0.05
C -1.3438 4.7123 -5.2729  -0.55
C -2.3498 4.0355 -4.5810  -0.10
C -2.6709 2.7365 -4.9727  -0.81
C -2.0064 2.1536 -6.0514  -0.47
C -1.0138 2.8452 -6.7381  -0.78
C -0.6702 4.1341 -6.3363  0.21
H -1.3462 7.9399 -7.1308  0.33
H -1.6940 6.2603 -7.3410  0.16
H -4.1729 6.7531 -6.9709  0.32
H -3.4910 7.3454 -8.4492  0.34
H -3.4771 9.5331 -6.1605  -0.06
H -1.0502 6.1728 -3.8844  0.36
H -2.8574 4.5256 -3.7675  0.47
H -3.4361 2.2047 -4.4308  0.44
H -2.2580 1.1522 -6.3659  0.41
H -0.4997 2.3999 -7.5731  0.41
H 0.0971 4.7273 -6.8032  0.52
C 0.9981 3.5490 -0.1204  -0.85
C 1.0309 2.0567 0.2412  0.96
C 2.3766 1.3338 0.1697  0.04
F 2.8835 1.3427 -1.0767  -0.22
F 2.1865 0.0394 0.5353  -0.22
F 0.1045 1.3831 -0.4706  -0.27
F 0.6723 1.9854 1.5568  -0.32
O 0.5740 3.9041 -1.4208  -0.35
C 1.4466 3.9992 -2.4756  0.75
C 1.1299 2.9853 -3.5720  1.14
F 1.1660 1.7249 -3.0935  -0.26
F 2.0686 3.0835 -4.5468  -0.28
F 2.7305 3.9232 -2.0769  -0.33
F 1.2700 5.2219 -3.0237  -0.30
H 0.2261 3.9651 0.5248  0.40
H 1.9296 4.0466 0.1509  0.32
H 3.0975 1.7880 0.8548  0.30
H 0.1571 3.1783 -4.0235  -0.44
C 2.3676 -2.4179 3.0067  -0.91
C 3.3296 -1.9133 4.0915  0.93
C 4.8267 -1.9128 3.7769  0.07
F 5.2807 -3.1573 3.5343  -0.22
F 5.4922 -1.4220 4.8486  -0.27
F 3.0989 -2.5561 5.2559  -0.27
F 3.0141 -0.5976 4.2813  -0.32
O 1.8882 -3.7463 3.1061  -0.34
C 2.5563 -4.8106 2.5581  0.83
C 3.0126 -5.8093 3.6247  0.70
F 3.8134 -5.2160 4.5315  -0.23
F 3.7076 -6.8020 3.0243  -0.28
F 3.5733 -4.4239 1.7668  -0.30
F 1.6720 -5.4727 1.7810  -0.30
H 1.4709 -1.8145 3.1376  0.41
H 2.7381 -2.1937 2.0061  0.40
H 5.0359 -1.2768 2.9121  0.28
H 2.1453 -6.2310 4.1365  -0.20
C -1.1616 -5.4250 5.8206  -0.70
C -2.6967 -5.4208 5.7898  0.86
C -3.4352 -5.9187 7.0336  0.10
F -3.1382 -7.2075 7.2958  -0.22
F -4.7660 -5.8288 6.8098  -0.26
F -3.1405 -6.0700 4.6937  -0.27
F -3.0594 -4.1107 5.6703  -0.33
O -0.4916 -6.5054 5.1983  -0.35
C -0.1881 -7.6643 5.8637  0.78
C -0.8892 -8.8810 5.2525  0.24
F -2.2243 -8.7155 5.2653  -0.22
F -0.5817 -9.9693 5.9918  -0.27
F -0.4087 -7.5698 7.1857  -0.29
F 1.1394 -7.8634 5.6905  -0.30
H -0.8750 -4.5651 5.2172  0.36
H -0.7804 -5.2398 6.8252  0.37
H -3.1818 -5.3049 7.9024  0.29
H -0.5517 -9.0288 4.2246  0.25

---

Entry 4:
ORCA calculation (wB97M-V/def2-TZVPD) on an isolated ion of composition C8H16N3 and charge +1 in a non-equilibrium geometry.

Computed properties:
**SMILES**: [H]/N=C(/C)[C@@H](C(=C)N=C)[NH+](C)C
**HOMO energy**: -13.3 eV
**Charge**: +1
**Energy relative to the best compared isomer or geometry (same formula, charge and spin)**: 76.78 kcal/mol

Each line ends with the natural charge from an NBO analysis.
Positions of all 27 atoms, in Å:
C -0.9723 0.9774 -2.1256  -0.42
C -1.7557 2.5542 0.2583  0.02
C -0.6850 0.8469 -0.8649  0.13
C -0.8985 -1.2164 0.6911  0.29
C -1.7847 -2.1437 0.0456  -0.70
C 1.9529 -1.0026 1.2581  -0.44
C 2.3085 0.6301 -0.5370  -0.42
C 0.0764 -0.4216 -0.2269  -0.13
N -1.0938 -1.0164 1.9292  -0.60
N -0.7137 1.8912 0.0379  -0.49
N 1.3049 0.0794 0.4868  -0.37
H -1.6004 1.7749 -2.5181  0.23
H -1.1063 0.1565 -2.8888  0.23
H -1.4639 3.5025 0.8134  0.21
H -2.5693 2.4523 -0.3984  0.18
H -2.5207 -1.6755 -0.5682  0.25
H -2.2795 -2.8328 0.8750  0.28
H -1.3861 -2.7840 -0.7276  0.23
H 2.4749 -1.7554 0.5798  0.25
H 2.8588 -0.5803 1.7945  0.24
H 1.2595 -1.2906 2.0259  0.25
H 2.9365 -0.2440 -1.0098  0.24
H 1.7764 1.1168 -1.2963  0.24
H 3.0111 1.3337 -0.0846  0.24
H 0.3694 -1.0162 -1.0234  0.23
H -0.6148 -0.2681 2.4494  0.34
H 1.1155 0.9318 1.0247  0.47

---

Entry 5:
ORCA calculation (wB97M-V/def2-TZVPD) on a 2-piece molecular cluster, C2H6FN overall.

Computed properties:
**HOMO energy (spin up / spin down)**: -11.1 / -7.4 eV
**Energy relative to the best compared isomer or geometry (same formula, charge and spin)**: 87.86 kcal/mol

Each line ends with the natural charge from an NBO analysis.
Positions of all 10 atoms, in Å:
C -1.1869 0.9214 0.0759  -0.72
C -0.7855 -0.3537 -0.5134  0.25
N 2.3217 -0.5935 -0.0014  -0.63
F -1.1356 -1.4760 0.1031  -0.34
H -0.3334 1.6001 0.1172  0.23
H -1.5963 0.7691 1.0723  0.23
H -1.9450 1.4129 -0.5420  0.22
H -0.1379 -0.4851 -1.3636  0.16
H 2.4255 -1.5981 0.1126  0.30
H 2.3733 -0.1971 0.9393  0.29